# C6H6Br2

A structure of composition C6H6Br2 in a non-equilibrium geometry (wB97M-V/def2-TZVPD, OMol25).

Geometry as XYZ:
```
14
Properties=species:S:1:pos:R:3:nbo_charge:R:1
Br 1.180 2.787 -0.168 0.15
Br 3.152 -0.125 -0.164 0.04
C 0.372 0.202 0.975 -0.40
C -0.916 -0.575 0.893 -0.39
C 0.261 1.201 -0.064 -0.05
C -1.090 -0.573 -0.661 -0.39
C 1.230 -0.591 -0.115 0.08
C 0.202 0.073 -1.081 -0.39
H -0.895 -1.710 -0.889 0.22
H -1.692 0.099 1.209 0.21
H 0.435 0.165 -2.143 0.24
H 0.795 0.597 1.916 0.24
H -1.994 -0.050 -0.949 0.23
H -1.040 -1.501 1.241 0.21
```

Properties
Highest occupied orbital energy (alpha / beta), eV: -6.90 / -10.03
<S²>: 2.009
Net charge: 0
Gap between HOMO and LUMO (alpha / beta), eV: 7.6 / 8.2
Spin multiplicity: 3

=====

# C26H18Cl27F6IN2O6S

A structure of composition C26H18Cl27F6IN2O6S in a non-equilibrium geometry (wB97M-V/def2-TZVPD, OMol25).

Geometry as XYZ:
```
87
Properties=species:S:1:pos:R:3:mulliken_charge:R:1
I -3.337 3.351 1.936 0.10
Cl -6.396 -8.946 -3.328 -0.13
Cl 1.140 3.507 -1.908 -0.05
Cl 4.384 1.871 8.099 -0.15
Cl -0.239 -5.292 -0.652 -0.05
Cl 3.328 -3.369 -6.768 -0.14
Cl 6.902 1.093 -4.787 -0.13
Cl -4.193 -7.357 -4.361 -0.12
Cl -2.828 4.609 7.290 -0.12
Cl 0.686 -3.224 -5.564 -0.10
Cl 2.944 5.408 -0.652 -0.14
Cl 3.727 -0.948 7.831 -0.14
Cl 6.010 4.341 -8.371 -0.10
Cl 3.147 4.839 -8.369 -0.11
Cl 7.621 3.898 -4.537 -0.12
Cl 2.904 -4.394 -4.083 -0.14
Cl -1.142 -5.620 2.386 -0.05
Cl -2.222 -7.956 3.735 -0.13
Cl 4.898 3.151 -5.218 -0.05
Cl -0.328 -3.127 -2.589 -0.06
Cl 3.999 3.001 -1.892 -0.13
Cl 4.952 6.738 -7.113 -0.11
Cl -1.448 -5.728 -3.260 -0.07
Cl -3.656 -9.663 -2.677 -0.12
Cl 1.685 1.071 7.375 -0.08
Cl -0.095 3.738 7.761 -0.11
Cl 0.614 -7.348 3.926 -0.12
Cl -2.175 1.777 7.247 -0.11
S 2.169 -3.065 3.577 -0.15
F -5.617 1.600 0.403 -0.20
F -4.116 1.267 -1.938 -0.29
F -2.768 -0.457 -2.149 -0.23
F -4.330 -1.597 -0.667 -0.35
F -3.559 -0.480 1.084 -0.26
F -6.431 -0.040 -0.989 -0.27
O 2.925 -0.096 4.080 -0.53
O 1.525 -3.018 0.656 -0.49
O -6.484 -1.852 1.308 -0.47
O -2.085 2.529 -1.025 -0.44
O -0.616 -1.276 -0.758 -0.28
O -6.398 0.107 2.352 -0.48
N 2.508 -1.781 2.439 -0.03
N 0.584 -0.511 -2.831 -0.52
C -5.591 0.276 0.067 0.77
C 0.719 -0.743 1.219 0.78
C -4.138 -0.312 -0.158 0.51
C -0.047 5.612 1.661 -1.28
C 2.426 -3.164 -5.262 0.15
C -1.803 3.344 7.977 0.02
C 2.746 4.242 -1.967 0.00
C 3.404 0.682 7.230 0.26
C 6.604 2.729 -5.387 0.15
C 0.479 1.414 2.428 -0.76
C 0.078 -0.930 -1.888 0.47
C -4.771 -8.331 -3.005 0.08
C -0.821 -7.281 2.896 0.04
C 2.316 -0.512 3.146 -0.02
C 1.165 0.134 2.321 0.03
C -2.110 1.391 -0.625 -0.31
C -0.178 -4.878 -2.369 0.10
C -1.161 3.284 1.770 -1.67
C -0.579 4.397 0.773 0.96
C -0.317 -0.340 0.282 0.00
C -0.588 1.866 1.500 0.51
C -1.005 0.973 0.373 1.79
C -3.242 0.457 -1.216 0.66
C 4.749 5.580 -8.432 -0.02
C -6.200 -0.499 1.333 0.25
C 1.591 -2.031 1.319 -0.02
H -0.797 3.602 2.790 0.72
H 0.607 5.234 2.504 0.29
H -0.633 -7.879 2.009 0.27
H 0.783 -5.190 -2.763 0.06
H 6.860 2.757 -6.441 0.15
H -4.814 -7.698 -2.125 0.28
H 0.800 2.112 3.247 0.42
H 4.842 6.113 -9.373 0.35
H 0.265 3.984 0.148 -0.82
H 2.845 4.771 -2.911 0.31
H 3.673 0.718 6.179 0.14
H -2.006 3.281 9.042 0.31
H 2.666 -2.188 -4.851 0.24
H 0.446 6.410 1.053 0.34
H -0.942 6.077 2.178 0.32
H -1.408 4.794 0.136 0.43
H 0.931 -2.749 4.119 0.16
H -6.031 -2.259 2.075 0.37
```

Properties
Highest occupied orbital energy, eV: -9.86
Net charge: 0
Gap between HOMO and LUMO, eV: 7.8
Spin multiplicity: 1

=====

# C4H5NiO4

A structure of composition C4H5NiO4 in a non-equilibrium geometry (wB97M-V/def2-TZVPD, OMol25).

Geometry as XYZ:
```
14
Properties=species:S:1:pos:R:3:nbo_charge:R:1
Ni 3.100 -2.222 2.671 0.96
O 0.833 0.405 1.063 -0.45
O 3.047 0.404 0.654 -0.57
O 2.122 -0.956 2.156 -0.71
O 1.174 0.492 -3.539 -0.44
C 1.072 0.116 -2.270 0.36
C 0.979 1.096 -1.260 -0.18
C 2.067 -0.018 1.345 1.04
C 0.281 0.478 -0.197 0.10
H 1.140 -0.263 -4.138 0.55
H 2.649 0.856 -0.352 0.50
H 0.630 2.087 -1.562 0.31
H 1.177 -0.938 -2.005 0.23
H -0.744 0.107 -0.215 0.29
```

Properties
Highest occupied orbital energy (alpha / beta), eV: -17.38 / -16.98
<S²>: 3.765
Net charge: +2
Gap between HOMO and LUMO (alpha / beta), eV: 7.8 / 3.8
Spin multiplicity: 4

=====

# C10H21N3O5S

A structure of composition C10H21N3O5S in a non-equilibrium geometry (wB97M-V/def2-TZVPD, OMol25).

Geometry as XYZ:
```
40
Properties=species:S:1:pos:R:3:nbo_charge:R:1
S 4.821 -0.893 -0.127 0.17
O 0.045 -0.297 0.004 -0.58
O 0.463 1.624 -1.055 -0.67
O -5.262 -0.533 0.418 -0.62
O -0.634 -0.691 1.581 -0.72
O 0.950 0.820 2.068 -0.69
N -1.837 2.691 -0.485 -0.86
N 1.220 -2.408 0.372 -0.82
N -4.469 -2.228 -0.855 -0.82
C 2.088 -0.258 -0.431 -0.41
C 3.304 -0.874 -1.119 -0.53
C 5.192 0.874 -0.065 -0.75
C -2.615 0.540 0.644 -0.44
C 0.517 -0.329 1.511 0.78
C 1.625 -1.076 0.783 -0.13
C -4.373 -1.001 -0.272 0.68
C -1.492 1.538 0.352 -0.15
C -0.259 0.843 -0.250 0.86
C -3.097 -0.230 -0.583 -0.50
H 1.160 -3.015 1.184 0.36
H -1.143 1.945 1.311 0.21
H -2.251 -0.174 1.387 0.30
H 1.265 -0.216 -1.159 0.23
H 0.173 1.227 2.486 0.48
H 2.475 -1.160 1.470 0.21
H 4.446 1.433 0.507 0.21
H -3.352 0.455 -1.404 0.21
H -2.305 -0.892 -0.949 0.21
H 6.159 0.983 0.434 0.23
H -5.277 -2.792 -0.632 0.40
H -2.332 3.395 0.055 0.38
H -3.467 1.066 1.086 0.23
H -3.680 -2.670 -1.300 0.40
H 2.293 0.773 -0.123 0.21
H 3.091 -1.923 -1.344 0.24
H -0.044 2.465 -1.120 0.52
H 0.275 -2.356 0.001 0.36
H 5.272 1.293 -1.072 0.21
H 3.508 -0.359 -2.065 0.21
H -2.455 2.414 -1.244 0.37
```

Properties
Highest occupied orbital energy, eV: -7.75
Net charge: 0
Gap between HOMO and LUMO, eV: 7.9
Spin multiplicity: 1

=====

# C4HF3

An isolated molecule of C4HF3 in a non-equilibrium geometry (wB97M-V/def2-TZVPD, OMol25).

Geometry as XYZ:
```
8
Properties=species:S:1:pos:R:3:nbo_charge:R:1
F -0.319 0.937 -1.342 -0.31
F -1.301 -0.865 -1.446 -0.31
F -1.745 0.550 0.056 -0.31
C 0.509 -0.459 0.203 -0.06
C 0.857 0.129 1.361 -0.37
C -0.676 -0.054 -0.541 0.91
C 1.535 0.988 1.941 0.20
H 1.140 -1.225 -0.232 0.25
```

Properties
Highest occupied orbital energy, eV: -11.33
Net charge: 0
Gap between HOMO and LUMO, eV: 8.6
Spin multiplicity: 1

=====

- spin multiplicity of number 4 (C10H21N3O5S)?
  1